(1)
C29H31F5N4STi | ωB97M-V with the def2-TZVPD basis set

Summary:
spin multiplicity: 2
max |F|: 1.8 eV/A
expectation value of S²: 0.769
net charge: -1
Kohn-Sham gap (alpha / beta): 0.18197 / 0.25640 hartree
LUMO energy (alpha / beta): 2.405 / 2.400 eV

```
71
C29H31F5N4STi (ωB97M-V with the def2-TZVPD basis set)
Ti -0.0474 0.5228 0.0322
C -0.6891 -0.2959 4.3527
C 0.6284 -0.2549 4.8698
C 1.6751 -0.1123 4.0142
C 1.4533 -0.0064 2.6157
N 0.1598 0.0311 2.1301
C -0.8506 -0.1451 3.0042
C 2.4857 0.0075 1.6516
C 3.8662 -0.0470 1.9804
C 4.8003 -0.1746 0.9990
C 4.3808 -0.2517 -0.3467
C 3.0398 -0.1419 -0.6109
N 2.0925 0.0160 0.3304
H -1.5514 -0.4377 4.9874
H 0.8053 -0.3438 5.9348
H 2.6850 -0.0958 4.3973
H -1.8416 -0.1551 2.5755
H 4.1726 0.0035 3.0149
H 5.8527 -0.2168 1.2533
H 5.0810 -0.3684 -1.1610
H 2.6854 -0.1634 -1.6299
C 0.4558 3.3312 3.0171
C -0.8141 3.8774 2.3612
C -1.9716 2.8816 2.3717
C -0.5111 4.4315 0.9814
C -0.6452 5.8087 0.8261
C -0.3807 6.4425 -0.3740
C 0.0487 5.6659 -1.4350
C 0.2172 4.2875 -1.3287
C 0.7283 3.5802 -2.5687
C -0.3025 2.5899 -3.1185
C 2.1243 2.9935 -2.3666
C -0.0872 3.6369 -0.1102
N -0.0425 2.2449 -0.0039
H 0.2302 2.8200 3.9564
H 1.1533 4.1465 3.2236
H 0.9546 2.6250 2.3583
H -1.1418 4.7370 2.9552
H -1.7703 2.0381 1.7177
H -2.8895 3.3619 2.0245
H -2.1387 2.5052 3.3845
H -0.9756 6.3897 1.6809
H -0.4971 7.5141 -0.4771
H 0.2813 6.1355 -2.3850
H 0.8442 4.3688 -3.3193
H -0.6398 1.8873 -2.3575
H 0.1118 2.0135 -3.9481
H -1.1804 3.1329 -3.4772
H 2.1467 2.2790 -1.5506
H 2.8299 3.7934 -2.1260
H 2.4657 2.4893 -3.2725
F 0.4402 -1.6281 -1.5339
C 0.0372 -0.3505 -1.9771
F -1.0732 -0.5916 -2.7159
F 0.9854 -0.0400 -2.9257
S 0.3045 -3.1653 1.5650
C 0.0916 -4.4976 0.6184
N 1.1352 -5.0138 -0.1164
C 1.0792 -6.1131 -0.9107
C -0.0772 -6.7961 -1.0611
C -1.2251 -6.2975 -0.3761
C -1.1524 -5.2011 0.4131
H 1.9970 -4.4921 -0.0262
H 2.0000 -6.3838 -1.4075
H -0.1202 -7.6682 -1.6942
H -2.1770 -6.7978 -0.5064
H -2.0192 -4.7968 0.9144
F -2.2427 -1.1992 -0.1765
C -2.1685 0.1806 0.1443
F -2.7642 0.8262 -0.9396
H -2.8958 0.3047 0.9562
```

(2)
C27H33N3O | ωB97M-V with the def2-TZVPD basis set

Summary:
structure (SMILES): Cc1cccc(-c2ncc(CN3CCC(CO)(CCCc4ccccc4)CC3)cn2)c1
max |F|: 0.7 eV/A
Kohn-Sham gap: 0.33126 hartree
LUMO energy: 0.433 eV

```
64
C27H33N3O (ωB97M-V with the def2-TZVPD basis set)
C 7.9181 1.0669 -1.2532
C 6.7442 0.2813 -0.7515
C 5.5554 0.9069 -0.4156
C 4.4686 0.1720 0.0544
C 4.5786 -1.2102 0.1882
C 5.7623 -1.8391 -0.1463
C 6.8366 -1.1007 -0.6120
H 7.7602 -1.5988 -0.8722
H 5.8513 -2.9111 -0.0454
H 3.7300 -1.7664 0.5524
C 3.2169 0.8468 0.3980
N 3.1462 2.1649 0.2146
C 2.0057 2.7608 0.5013
C 0.8963 2.0741 0.9820
C 1.0827 0.7019 1.1514
N 2.2166 0.0988 0.8660
H 0.2804 0.0731 1.5152
C -0.4151 2.7359 1.2851
N -1.5086 1.8707 0.8952
C -2.7950 2.2626 1.4300
C -3.8086 1.1407 1.2042
H -3.4758 0.2838 1.7900
H -4.7828 1.4549 1.5842
C -3.9342 0.7137 -0.2661
C -2.5226 0.5239 -0.8317
C -1.6025 1.7029 -0.5408
H -0.6066 1.4808 -0.9335
H -1.9575 2.6285 -1.0321
H -2.5572 0.3366 -1.9075
H -2.0740 -0.3431 -0.3519
C -4.7595 -0.5864 -0.3833
C -4.1480 -1.8698 0.1907
H -3.6075 -1.6376 1.1089
H -4.9762 -2.5230 0.4715
C -3.2134 -2.6431 -0.7669
C -1.8176 -2.8041 -0.2251
C -1.6162 -3.3734 1.0277
C -0.3428 -3.5002 1.5518
C 0.7543 -3.0633 0.8290
C 0.5702 -2.5129 -0.4266
C -0.7060 -2.3884 -0.9484
H -0.8397 -1.9598 -1.9322
H 1.4212 -2.1710 -0.9968
H 1.7465 -3.1527 1.2440
H -0.2063 -3.9415 2.5288
H -2.4669 -3.7222 1.5963
H -3.1729 -2.1447 -1.7358
H -3.6272 -3.6405 -0.9391
H -5.7068 -0.4041 0.1309
H -4.9972 -0.7414 -1.4380
C -4.7133 1.7979 -1.0471
O -4.9095 1.4970 -2.4069
H -4.0487 1.4550 -2.8378
H -5.7185 1.8888 -0.6273
H -4.2170 2.7715 -0.9465
H -2.6882 2.4294 2.5056
H -3.1543 3.2067 0.9805
H -0.4848 2.9025 2.3662
H -0.4555 3.7256 0.7909
H 1.9780 3.8323 0.3344
H 5.4488 1.9765 -0.5123
H 8.7532 0.9835 -0.5584
H 8.2491 0.6834 -2.2174
H 7.6630 2.1174 -1.3638
```

Results for energy above the lowest of the compared OMol25 structures with the same formula, charge and spin: 45.58 85.99 (in kJ/mol, following the order of the records).